Here is C29H33AsMgN3O2P as an isolated structure from the Open Molecules 2025 dataset. Energies are from ωB97M-V with the def2-TZVPD basis set.

CARTESIAN COORDINATES (ANGSTROEM)
1 Mg -0.70339 0.57062 0.23106
2 O 0.02218 -2.31106 -0.65830
3 N 0.42534 -1.23876 0.11934
4 C 1.46936 -1.51437 0.79326
5 C 2.13506 -0.58585 1.72768
6 C 3.52748 -0.61812 1.70758
7 C 4.27268 0.20163 2.54246
8 C 3.62468 1.03483 3.43803
9 C 2.23572 1.05020 3.49462
10 C 1.47373 0.25281 2.64808
11 P -0.34989 0.31381 2.73061
12 C -0.76478 1.51801 4.00452
13 C -0.91043 1.14928 5.34089
14 C -1.19193 2.11686 6.29383
15 C -1.32438 3.44786 5.92053
16 C -1.18596 3.81826 4.58962
17 C -0.91333 2.85339 3.63271
18 C -0.82786 -1.32678 3.31824
19 C -2.08760 -1.81492 2.97731
20 C -2.50197 -3.05720 3.43054
21 C -1.65303 -3.82270 4.21855
22 C -0.39269 -3.34588 4.55406
23 C 0.02266 -2.10061 4.10644
24 H -0.71644 -1.99719 -1.19450
25 H 1.91788 -2.49394 0.63318
26 H 4.03478 -1.29481 1.03011
27 H 5.35296 0.17173 2.50383
28 H 4.19512 1.66351 4.10850
29 H 1.74179 1.68900 4.21507
30 H -0.81160 0.11383 5.64074
31 H -1.30857 1.83198 7.33066
32 H -1.54359 4.19857 6.66778
33 H -1.29797 4.85416 4.29896
34 H -0.81602 3.14600 2.59131
35 H -2.75467 -1.22332 2.35783
36 H -3.48208 -3.43178 3.16790
37 H -1.97380 -4.79377 4.57051
38 H 0.26671 -3.94417 5.16823
39 H 1.00701 -1.73626 4.37564
40 N -4.04240 -0.38246 -2.02331
41 C -3.59394 0.07756 -0.85538
42 N -4.47507 0.38283 0.10297
43 O -2.35232 0.21397 -0.66402
44 H -5.02150 -0.49803 -2.22231
45 H -3.38114 -0.58348 -2.75309
46 H -5.46899 0.32126 -0.04021
47 H -4.14678 0.77638 0.96725
48 C 0.02487 4.14462 -1.29205
49 As 0.84582 2.48990 -0.70657
50 C 1.90990 2.00773 -2.25316
51 C 2.19198 3.05751 0.60588
52 C 3.12851 4.10243 0.07852
53 C 4.31478 3.73122 -0.54929
54 C 5.17487 4.69458 -1.05630
55 C 4.85736 6.04008 -0.94014
56 C 3.68145 6.41989 -0.30768
57 C 2.82244 5.45595 0.19845
58 H 0.80922 4.82758 -1.61493
59 H -0.53947 4.60132 -0.48089
60 H -0.64732 3.93837 -2.12286
61 H 2.56664 2.84225 -2.49427
62 H 1.25563 1.80188 -3.09836
63 H 2.50781 1.12299 -2.04067
64 H 2.72348 2.14814 0.89266
65 H 1.64805 3.40851 1.48469
66 H 4.57618 2.68122 -0.62829
67 H 6.09781 4.39581 -1.53513
68 H 5.52973 6.79165 -1.33073
69 H 3.43788 7.46839 -0.20032
70 H 1.91463 5.76214 0.70717

Forces on atoms 1 to 3 (eV/Å):
Mg 0.029 0.013 0.034
O -0.005 -0.043 -0.086
N -0.039 0.081 0.092

## Properties
Charge: +2
DFT total energy, eV: -114735.70068
2S+1: 1
E_LUMO, eV: -5.498
Gap between HOMO and LUMO, hartree: 0.2903
ΔE to the lowest compared entry with this formula, charge and spin, kcal/mol: 0.0